The following is a DFT calculation (ωB97M-V/def2-TZVPD) of 2 unconnected molecules or ions with the total composition C2HCl2FS.

Each line ends with the Mulliken charge.
CARTESIAN COORDINATES (ANGSTROEM)
1 C 3.579 -0.254 -0.203  0.229
2 C -0.081 -1.556 -0.473  -0.099
3 F 3.787 0.415 -1.361  -0.147
4 S 3.747 0.261 1.294  -0.144
5 Cl 1.547 -2.025 -0.432  -0.039
6 Cl -0.665 -0.988 0.990  -0.103
7 H -0.543 -0.997 -1.361  0.302

maximum force: 2.04 eV Å⁻¹
frontier orbital gap (spin up / spin down): 8.301 / 7.298 eV

The following is a DFT calculation (ωB97M-V/def2-TZVPD) of a gas-phase ion, C2HCl2N2O (charge +1).

Each line ends with the Mulliken charge.
CARTESIAN COORDINATES (ANGSTROEM)
1 C 2.884 -0.089 -0.757  0.647
2 C -0.563 0.602 -0.280  -0.081
3 N 2.229 1.991 0.287  -0.548
4 N 2.525 0.932 -0.210  0.472
5 O 3.002 -1.150 -1.143  -0.168
6 Cl -1.116 0.696 -1.900  0.048
7 Cl 0.074 1.998 0.328  0.156
8 H -0.676 -0.237 0.272  0.473

net charge: +1
maximum force: 5.00 eV Å⁻¹
frontier orbital gap (spin up / spin down): 7.073 / 6.939 eV